Record 1
{"formula": "C13H16ClNO3", "method": "ωB97M-V/def2-TZVPD", "smiles": "C[C@H](Oc1ccccc1Cl)C(=O)N1CCOCC1", "e_above_lowest_kj_mol": 173.3, "lumo_ev": 0.792, "elements": ["C", "C", "O", "C", "C", "C", "C", "C", "C", "Cl", "C", "O", "N", "C", "C", "O", "C", "C", "H", "H", "H", "H", "H", "H", "H", "H", "H", "H", "H", "H", "H", "H", "H", "H"], "positions_angstrom": [[2.873, 1.333, 0.819], [2.131, 0.220, 0.083], [1.077, 0.718, -0.725], [-0.055, 1.231, -0.171], [-0.402, 1.212, 1.174], [-1.608, 1.747, 1.594], [-2.487, 2.310, 0.689], [-2.162, 2.333, -0.658], [-0.961, 1.798, -1.078], [-0.554, 1.798, -2.759], [1.712, -0.899, 1.053], [2.056, -0.878, 2.220], [1.003, -1.927, 0.542], [0.547, -2.115, -0.814], [-0.992, -1.982, -0.854], [-1.562, -2.227, 0.411], [-0.940, -3.307, 1.064], [0.508, -2.947, 1.450], [3.708, 0.906, 1.367], [2.220, 1.838, 1.525], [3.242, 2.059, 0.099], [2.819, -0.229, -0.649], [0.257, 0.773, 1.904], [-1.856, 1.717, 2.644], [-3.425, 2.725, 1.021], [-2.835, 2.760, -1.385], [1.000, -1.397, -1.492], [0.845, -3.124, -1.125], [-1.401, -2.684, -1.598], [-1.296, -0.969, -1.119], [-0.959, -4.198, 0.418], [-1.536, -3.508, 1.955], [0.559, -2.530, 2.458], [1.151, -3.834, 1.405]]}

=====

Record 2
{"formula": "C13H16IN3STi", "method": "ωB97M-V/def2-TZVPD", "charge": 2, "e_above_lowest_kj_mol": 0.0, "lumo_ev": [-8.560, -8.559], "elements": ["C", "C", "H", "H", "H", "H", "H", "H", "Ti", "C", "H", "H", "H", "I", "N", "C", "C", "C", "C", "C", "C", "N", "C", "C", "C", "S", "C", "N", "H", "H", "H", "H", "H", "H", "H"], "positions_angstrom": [[-2.864, 2.434, -0.406], [-2.307, 3.304, 0.662], [-2.551, 2.789, -1.402], [-3.954, 2.333, -0.328], [-2.447, 1.389, -0.281], [-1.250, 2.906, 0.961], [-2.192, 4.357, 0.358], [-2.861, 3.269, 1.594], [-0.201, 0.805, 0.579], [-1.791, 0.188, 1.782], [-1.437, 0.405, 2.821], [-1.833, -0.920, 1.645], [-2.802, 0.620, 1.634], [0.792, 2.430, -1.216], [2.132, -2.009, -0.058], [1.458, -2.400, -1.242], [1.807, -3.185, -2.321], [0.997, -3.139, -3.469], [-0.118, -2.277, -3.533], [-0.459, -1.473, -2.449], [0.321, -1.604, -1.303], [0.302, -0.811, -0.159], [1.450, -1.041, 0.579], [1.849, -0.212, 1.693], [2.896, -0.300, 2.579], [2.912, 1.035, 3.715], [1.509, 1.688, 2.983], [1.079, 0.941, 1.933], [3.001, -2.408, 0.261], [2.699, -3.818, -2.217], [1.238, -3.772, -4.322], [-0.699, -2.267, -4.444], [-1.288, -0.750, -2.455], [3.630, -1.104, 2.577], [0.983, 2.597, 3.251]]}

=====

Record 3
{"formula": "C13H16N4O3S2", "method": "ωB97M-V/def2-TZVPD", "smiles": "CCOC(=O)c1c(NC(=O)CSc2ncn[nH]2)sc(C)c1C", "e_above_lowest_kj_mol": 38.2, "lumo_ev": 0.516, "elements": ["C", "C", "O", "C", "O", "C", "C", "N", "C", "O", "C", "S", "C", "N", "C", "N", "N", "S", "C", "C", "C", "C", "H", "H", "H", "H", "H", "H", "H", "H", "H", "H", "H", "H", "H", "H", "H", "H"], "positions_angstrom": [[4.942, 3.232, 0.138], [3.527, 2.912, 0.580], [3.241, 1.561, 0.222], [2.042, 1.097, 0.577], [1.230, 1.788, 1.176], [1.794, -0.286, 0.196], [0.572, -0.870, 0.485], [-0.474, -0.247, 1.112], [-1.656, -0.876, 1.308], [-1.830, -2.038, 1.000], [-2.727, -0.010, 1.938], [-4.148, 0.117, 0.803], [-3.336, 0.848, -0.540], [-2.109, 1.326, -0.549], [-1.959, 1.774, -1.812], [-3.011, 1.608, -2.572], [-3.897, 1.011, -1.758], [0.464, -2.496, -0.043], [2.093, -2.415, -0.671], [2.674, -3.621, -1.327], [2.670, -1.198, -0.479], [4.055, -0.856, -0.918], [5.647, 2.567, 0.628], [5.036, 3.107, -0.937], [5.182, 4.259, 0.399], [2.797, 3.570, 0.094], [3.411, 3.024, 1.665], [-0.308, 0.748, 1.290], [-2.371, 0.994, 2.159], [-3.126, -0.492, 2.831], [-1.053, 2.228, -2.154], [-4.817, 0.755, -2.078], [2.939, -3.410, -2.363], [3.572, -3.953, -0.806], [1.949, -4.430, -1.315], [4.528, -1.711, -1.390], [4.033, -0.028, -1.623], [4.654, -0.544, -0.065]]}

=====

Record 4
{"formula": "C13H16N4O5", "method": "ωB97M-V/def2-TZVPD", "lumo_ev": 0.286, "elements": ["C", "H", "H", "H", "O", "C", "C", "C", "C", "C", "C", "O", "C", "H", "H", "H", "H", "C", "H", "H", "C", "N", "C", "O", "C", "N", "O", "O", "N", "C", "N", "H", "H", "H", "H", "H", "H", "H"], "positions_angstrom": [[-3.633, -1.056, -1.191], [-3.003, -0.987, -2.237], [-4.225, -0.129, -1.207], [-4.182, -2.025, -1.273], [-2.764, -1.289, -0.347], [-2.004, -0.143, 0.054], [-1.978, 0.950, -0.622], [-0.975, 2.092, -0.656], [-0.124, 1.976, 0.426], [-0.120, 0.788, 1.342], [-1.139, 0.031, 1.130], [-1.311, -1.209, 1.747], [-0.472, -1.586, 2.948], [-0.729, -0.497, 3.778], [-0.812, -2.366, 3.373], [0.519, -1.450, 3.035], [0.559, 0.585, 2.236], [1.044, 2.850, 0.762], [0.886, 4.035, 0.397], [1.436, 2.909, 1.819], [2.147, 2.482, -0.395], [2.298, 1.156, -0.079], [1.770, 0.342, -1.020], [1.224, 0.598, -1.975], [1.697, -1.005, -0.873], [2.135, -1.645, 0.532], [2.601, -1.346, 1.514], [1.713, -2.844, 0.550], [0.986, -3.363, -0.467], [1.090, -2.290, -1.259], [0.586, -2.044, -2.625], [-0.043, -2.914, -3.054], [0.546, -1.173, -2.920], [2.687, 0.559, 0.640], [3.093, 2.944, -0.077], [1.929, 2.909, -1.291], [-0.879, 2.937, -1.356], [-2.556, 1.214, -1.361]]}

=====

Record 5
{"formula": "C13H16N6O3S2", "method": "ωB97M-V/def2-TZVPD", "smiles": "CCOC(=O)c1cnc(SCC(=O)Nc2nnc(CC)s2)nc1N", "e_above_lowest_kj_mol": 116.7, "lumo_ev": 0.123, "elements": ["C", "C", "O", "C", "O", "C", "C", "N", "C", "S", "C", "C", "O", "N", "C", "N", "N", "C", "C", "C", "S", "N", "C", "N", "H", "H", "H", "H", "H", "H", "H", "H", "H", "H", "H", "H", "H", "H", "H", "H"], "positions_angstrom": [[-4.337, -2.000, 2.037], [-3.438, -2.317, 0.851], [-2.506, -1.262, 0.606], [-2.939, -0.223, -0.111], [-4.058, -0.157, -0.586], [-1.918, 0.817, -0.266], [-0.653, 0.714, 0.291], [0.260, 1.660, 0.167], [-0.096, 2.754, -0.507], [1.093, 4.011, -0.587], [2.407, 3.197, 0.381], [1.837, 2.494, 1.596], [1.162, 3.064, 2.419], [2.340, 1.236, 1.902], [2.767, 0.193, 1.138], [3.049, -0.948, 1.678], [3.426, -1.875, 0.810], [3.447, -1.497, -0.411], [3.823, -2.343, -1.568], [2.646, -2.533, -2.524], [2.952, 0.190, -0.611], [-1.251, 2.970, -1.097], [-2.184, 2.018, -0.996], [-3.351, 2.234, -1.596], [-3.736, -1.792, 2.919], [-4.953, -1.131, 1.816], [-4.985, -2.848, 2.239], [-2.821, -3.196, 1.048], [-4.040, -2.477, -0.050], [-0.361, -0.161, 0.855], [3.048, 4.009, 0.730], [2.969, 2.541, -0.278], [2.092, 0.940, 2.843], [4.653, -1.872, -2.101], [4.157, -3.306, -1.180], [2.310, -1.573, -2.911], [1.814, -3.010, -2.011], [2.943, -3.160, -3.361], [-3.495, 3.106, -2.074], [-4.075, 1.533, -1.500]]}

=====

Record 6
{"formula": "C13H16OSe", "method": "ωB97M-V/def2-TZVPD", "e_above_lowest_kj_mol": 277.9, "lumo_ev": [-0.964, -0.964], "elements": ["C", "C", "C", "C", "C", "C", "C", "C", "C", "C", "C", "C", "C", "O", "Se", "H", "H", "H", "H", "H", "H", "H", "H", "H", "H", "H", "H", "H", "H", "H", "H"], "positions_angstrom": [[3.342, 2.218, -0.142], [2.210, 2.355, 0.613], [3.676, 0.959, -0.571], [1.356, 1.337, 0.950], [2.869, -0.262, -0.381], [1.629, 0.031, 0.379], [3.032, -1.461, -0.991], [2.295, -2.605, -0.796], [1.201, -2.672, 0.039], [-3.380, 0.940, 1.234], [-2.635, 0.725, -1.167], [-2.842, -1.309, 0.160], [-2.381, 0.216, 0.240], [-1.096, 0.282, 0.597], [0.427, -1.283, 0.862], [4.044, 2.970, -0.262], [2.046, 3.358, 0.989], [4.614, 0.774, -0.974], [0.530, 1.434, 1.563], [3.709, -1.559, -1.789], [2.492, -3.484, -1.403], [0.650, -3.573, 0.248], [-4.408, 1.058, 0.841], [-3.456, 0.347, 2.188], [-2.785, 1.890, 1.380], [-3.573, 0.280, -1.451], [-1.797, 0.392, -1.762], [-2.615, 1.781, -1.161], [-3.910, -1.193, 0.363], [-2.785, -2.003, -0.755], [-2.460, -1.941, 0.958]]}

=====

Record 7
{"formula": "C13H17BCrIN3", "method": "ωB97M-V/def2-TZVPD", "multiplicity": 5, "e_above_lowest_kj_mol": 70.3, "lumo_ev": [-1.096, -1.263], "elements": ["C", "C", "H", "H", "H", "H", "H", "H", "C", "C", "C", "C", "H", "H", "H", "H", "N", "C", "C", "N", "C", "C", "C", "H", "H", "C", "H", "H", "Cr", "I", "B", "C", "N", "H", "H", "H"], "positions_angstrom": [[0.961, 0.851, 2.919], [0.940, -0.729, 2.940], [2.023, 1.011, 3.045], [0.483, 0.974, 3.892], [0.456, 1.684, 2.322], [1.205, -1.651, 2.296], [1.820, -0.868, 3.628], [0.065, -0.975, 3.522], [0.601, 2.550, -0.688], [0.699, 3.399, -1.790], [0.590, 2.890, -3.089], [0.366, 1.501, -3.183], [0.708, 2.924, 0.309], [0.875, 4.439, -1.644], [0.677, 3.504, -3.976], [0.313, 0.968, -4.134], [0.386, 1.228, -0.798], [0.248, 0.699, -2.040], [0.118, -0.760, -2.038], [0.163, -1.308, -0.793], [0.058, -2.635, -0.672], [-0.032, -2.987, -3.056], [-0.036, -3.490, -1.757], [0.048, -2.999, 0.345], [-0.113, -4.551, -1.602], [0.055, -1.584, -3.172], [0.089, -1.057, -4.123], [-0.105, -3.611, -3.941], [0.655, -0.083, 0.665], [3.122, -0.208, 0.189], [-3.267, 0.175, 3.143], [-2.158, 0.076, 1.994], [-1.364, 0.006, 1.134], [-4.338, 0.187, 2.574], [-3.122, 1.232, 3.723], [-3.188, -0.803, 3.854]]}

=====

Record 8
{"formula": "C13H17BaF9NO4S", "method": "ωB97M-V/def2-TZVPD", "multiplicity": 2, "e_above_lowest_kj_mol": 41.4, "lumo_ev": [0.027, 0.065], "elements": ["Ba", "F", "O", "S", "O", "O", "C", "C", "C", "H", "H", "H", "H", "H", "H", "H", "H", "N", "C", "C", "C", "C", "C", "H", "H", "H", "H", "H", "C", "C", "C", "F", "F", "F", "F", "O", "C", "C", "F", "F", "F", "F", "H", "H", "H", "H"], "positions_angstrom": [[3.575, -15.408, 20.400], [4.800, -13.723, 18.613], [2.710, -16.234, 17.944], [3.170, -16.720, 16.641], [2.804, -18.056, 16.165], [2.644, -15.592, 15.514], [2.587, -14.192, 15.751], [1.368, -13.603, 15.001], [4.938, -16.428, 16.496], [3.477, -13.665, 15.407], [2.526, -13.971, 16.817], [1.270, -12.534, 15.192], [0.556, -14.305, 15.193], [1.451, -13.667, 13.916], [5.235, -15.394, 16.672], [5.239, -16.711, 15.487], [5.425, -17.049, 17.248], [1.270, -14.058, 19.153], [0.204, -14.524, 18.504], [-0.649, -13.652, 17.905], [-0.337, -12.284, 17.811], [0.759, -11.771, 18.475], [1.614, -12.711, 19.088], [-0.072, -15.547, 18.711], [-1.521, -13.975, 17.355], [-0.925, -11.572, 17.251], [1.102, -10.753, 18.363], [2.611, -12.450, 19.412], [3.983, -10.745, 16.392], [5.381, -11.044, 15.818], [6.367, -11.536, 16.855], [7.652, -11.379, 16.405], [6.223, -11.107, 18.141], [5.258, -11.921, 14.772], [5.792, -9.852, 15.230], [2.965, -10.382, 15.370], [2.496, -9.031, 15.306], [1.350, -8.985, 14.309], [0.318, -9.777, 14.730], [0.817, -7.781, 14.125], [2.019, -8.613, 16.501], [3.446, -8.283, 14.856], [4.039, -9.942, 17.128], [3.614, -11.536, 17.045], [6.091, -12.590, 16.902], [1.601, -9.320, 13.302]]}